{"formula": "C32H32Cl2IrN4O3", "method": "ωB97M-V with the def2-TZVPD basis set", "spin_multiplicity": 6, "gap_ev": [3.676, 5.574], "max_force_ha_per_bohr": 0.1070, "symbols": ["Ir", "O", "C", "O", "C", "C", "C", "C", "C", "C", "N", "C", "C", "C", "C", "C", "C", "N", "H", "H", "H", "H", "H", "H", "H", "H", "H", "H", "C", "N", "C", "C", "O", "H", "H", "H", "H", "H", "H", "H", "Cl", "C", "C", "C", "C", "C", "Cl", "C", "N", "H", "H", "H", "C", "C", "C", "C", "C", "C", "C", "C", "C", "C", "H", "H", "H", "H", "H", "H", "H", "H", "H", "H", "H", "H"], "coordinates": [[5.2115, -8.0718, 13.7748], [3.3362, -9.7715, 21.0091], [3.1766, -10.9176, 20.2203], [3.0058, -12.0550, 20.6811], [3.2972, -10.5428, 18.7794], [3.5678, -9.2157, 18.5095], [3.5461, -8.6774, 17.2281], [3.3394, -9.6249, 16.1285], [2.9469, -10.9521, 16.4132], [3.0251, -11.4143, 17.7240], [3.3279, -9.1053, 14.8469], [3.2264, -10.0592, 13.9144], [4.3359, -10.6095, 13.2733], [4.2609, -11.8680, 12.6081], [5.4071, -12.5612, 12.3638], [6.6608, -12.0040, 12.6444], [6.6994, -10.7445, 13.2798], [5.5966, -10.0051, 13.5474], [3.4626, -10.1089, 21.9498], [3.7847, -8.5000, 19.2922], [3.7269, -7.1406, 15.9047], [2.5676, -11.6097, 15.6716], [2.6777, -12.4105, 18.0222], [2.2456, -10.3959, 13.5197], [3.2209, -12.0882, 12.2819], [5.2685, -13.5293, 11.9560], [7.5996, -12.4149, 12.2952], [7.6281, -10.2572, 13.5769], [2.7823, -3.4641, 12.7880], [3.6970, -4.2179, 13.6923], [3.7285, -3.9042, 15.1537], [3.9115, -5.5024, 13.3423], [4.4811, -6.2899, 14.1754], [2.9106, -2.3519, 12.9865], [1.7604, -3.8329, 12.9094], [3.1286, -3.6816, 11.7633], [2.7092, -3.8851, 15.5005], [4.2587, -3.0074, 15.3634], [4.2351, -4.6545, 15.7359], [3.7314, -5.7032, 12.2776], [6.0543, -6.4142, 18.8005], [4.4201, -5.8299, 18.7723], [4.0558, -4.8127, 19.6720], [2.7659, -4.3397, 19.7989], [1.8088, -4.8152, 18.8726], [2.1850, -5.7976, 18.0156], [1.0811, -6.4042, 16.7394], [3.5221, -6.3247, 17.8640], [3.7829, -7.3231, 16.9406], [4.8600, -4.4628, 20.3543], [2.5306, -3.5601, 20.5364], [0.7582, -4.5606, 18.9630], [8.2842, -5.3507, 13.4631], [7.6314, -6.4261, 12.5571], [8.7626, -7.2379, 11.7470], [6.9059, -7.3762, 13.4878], [6.7242, -5.9524, 11.4203], [6.4237, -4.6213, 11.3120], [5.4968, -4.1622, 10.3607], [4.9578, -4.9511, 9.3552], [5.2806, -6.3022, 9.4150], [6.0723, -6.8141, 10.4281], [9.0657, -5.8815, 14.0065], [7.5669, -4.9998, 14.2144], [8.7585, -4.6021, 12.8571], [9.4571, -7.6948, 12.4501], [9.2797, -6.5996, 11.0411], [8.3190, -7.9878, 11.1552], [7.6252, -7.7315, 14.2458], [6.8990, -3.8817, 11.9122], [5.3242, -3.0886, 10.3045], [4.3492, -4.4715, 8.5883], [4.9090, -6.9889, 8.5947], [6.2092, -7.9158, 10.4975]], "atomic_forces_ev_per_a": [[-2.4, -2.4, 0.6], [0.1, -2.4, 1.3], [0.3, -1.4, 1.1], [0.4, 3.0, -1.0], [0.0, 0.4, 0.2], [0.2, 1.7, -0.3], [0.4, -0.9, -0.9], [-0.8, 2.2, -0.3], [0.8, 0.0, 2.0], [-1.1, -0.5, 0.1], [0.9, 0.9, 2.6], [-1.4, -1.5, -3.3], [1.5, -1.7, -0.3], [-3.5, 4.0, 1.3], [3.1, -1.4, -0.9], [-1.4, 0.8, 0.1], [2.0, -0.5, -0.5], [-2.3, -0.2, 0.4], [-0.4, 0.5, -1.6], [-0.1, -0.3, 0.2], [-0.1, 0.1, 1.6], [0.1, -0.3, -0.7], [0.3, 0.3, -0.5], [0.4, 0.3, 0.6], [1.0, -0.6, 0.3], [0.5, -0.8, -0.5], [-0.1, -0.4, 0.3], [-0.1, -0.3, -0.3], [1.2, 0.7, 0.3], [-0.8, -1.2, 0.5], [-0.3, -0.5, -1.0], [1.9, 0.8, 1.5], [-1.9, 2.8, -1.5], [-0.4, -1.5, -0.2], [0.0, 0.5, 0.1], [-0.2, 0.2, 0.4], [-0.5, 0.3, 0.3], [0.1, 1.1, -0.2], [0.2, -0.5, -0.3], [0.1, -0.6, 0.3], [-0.2, 0.1, -0.1], [0.5, 0.5, 0.2], [1.0, 0.1, 1.2], [0.1, 0.1, -0.8], [-0.3, 0.0, 1.4], [0.8, -1.1, -2.4], [0.1, 0.5, 1.0], [-1.9, 0.7, 0.8], [0.3, -1.9, -1.8], [-0.8, -0.2, -0.5], [0.0, -0.5, -0.4], [0.2, 0.2, -0.2], [-0.4, -1.2, -0.4], [0.1, -1.6, -1.4], [-0.2, 1.2, 1.6], [3.1, 0.4, -0.3], [-1.2, -0.6, -0.5], [-1.0, 0.3, -1.0], [0.4, 0.9, -0.6], [0.3, 0.5, 0.9], [-0.5, -1.3, -1.2], [1.0, -0.1, 1.5], [0.1, 0.1, 0.1], [0.2, 0.4, -0.4], [0.2, 0.8, 0.0], [0.1, 0.0, 0.0], [0.3, 0.4, 0.1], [-0.7, -1.1, -0.5], [-0.1, -0.1, 0.0], [0.2, 0.3, 0.6], [-0.1, -0.1, 0.1], [0.1, -0.5, 0.1], [0.4, 0.7, 1.2], [0.0, 1.0, -0.1]], "mulliken_spin": [1.1918, 0.0027, 0.0023, 0.0370, 0.1236, -0.0680, 0.1140, 0.1108, 0.1731, -0.0830, 0.5217, 0.5063, -0.1007, 0.3786, 0.3173, -0.0007, 0.3912, 0.2863, 0.0002, -0.0107, -0.0498, -0.0167, -0.0010, 0.0428, 0.0050, 0.0502, 0.0028, 0.0324, 0.0018, -0.0036, 0.0044, 0.0496, 0.0127, 0.0005, -0.0005, -0.0010, -0.0001, 0.0003, -0.0004, -0.0096, 0.0013, 0.0070, 0.0003, -0.0005, 0.0018, -0.0018, 0.0011, 0.0017, 0.1008, 0.0000, -0.0001, 0.0003, 0.0233, 0.0211, 0.0682, 0.7311, 0.0802, 0.0144, 0.0003, 0.0000, 0.0069, -0.0207, -0.0083, -0.0118, 0.0088, -0.0145, 0.0045, -0.0039, -0.0371, 0.0020, -0.0002, -0.0001, 0.0003, 0.0103]}

***

{"formula": "C26H30AsNOSTe4W", "method": "ωB97M-V with the def2-TZVPD basis set", "spin_multiplicity": 1, "gap_ev": 4.625, "max_force_ha_per_bohr": 0.0782, "total_charge": -2, "symbols": ["W", "Te", "Te", "Te", "Te", "C", "C", "C", "C", "C", "C", "As", "N", "C", "C", "C", "C", "C", "C", "C", "C", "C", "C", "C", "C", "C", "C", "C", "C", "C", "C", "H", "H", "H", "H", "H", "H", "H", "H", "H", "H", "H", "H", "H", "H", "H", "H", "H", "H", "H", "H", "H", "H", "H", "H", "H", "H", "H", "S", "C", "C", "O", "H", "H", "H"], "coordinates": [[1.5546, 2.4483, -0.3606], [2.9535, 2.6621, 2.0605], [1.6222, 4.3970, 3.6707], [6.4167, 0.3477, -1.4256], [3.9351, 0.7614, -0.4957], [3.3343, -5.4815, -1.1327], [2.6601, -4.1904, -0.7500], [2.9228, -3.5892, 0.4702], [2.3407, -2.3782, 0.8347], [2.7559, -1.7898, 2.1560], [1.4426, -1.7472, -0.0491], [0.6161, -0.0470, 0.4628], [-0.2882, 2.5687, -0.4806], [-1.0433, 2.4786, -1.6396], [-2.0715, 1.5295, -1.7300], [-2.7335, 1.2932, -2.9220], [-2.4165, 2.0196, -4.0626], [-1.4266, 2.9912, -3.9772], [-0.7424, 3.2176, -2.7949], [-1.0596, -0.4125, 1.4424], [-1.4764, 0.5454, 2.3850], [-0.5740, 1.6200, 2.9103], [-2.7735, 0.4957, 2.9019], [-3.6765, -0.4894, 2.5508], [-5.0734, -0.5223, 3.1164], [-3.2245, -1.4844, 1.6940], [-1.9449, -1.4754, 1.1485], [-1.5868, -2.6498, 0.2756], [1.1830, -2.3399, -1.2990], [0.2716, -1.7416, -2.3376], [1.7914, -3.5518, -1.6186], [3.3811, -6.1706, -0.2870], [4.3595, -5.2958, -1.4631], [2.8053, -5.9762, -1.9489], [3.6198, -4.0621, 1.1574], [2.8034, -2.5650, 2.9253], [2.0865, -1.0008, 2.4902], [3.7491, -1.3426, 2.0600], [-2.3296, 0.9775, -0.8332], [-3.5031, 0.5307, -2.9588], [-2.9267, 1.8306, -4.9988], [-1.1536, 3.5638, -4.8568], [0.0357, 3.9721, -2.7542], [-0.4722, 2.4443, 2.2013], [0.4343, 1.2488, 3.1003], [-0.9603, 2.0312, 3.8419], [-3.0705, 1.2631, 3.6113], [-5.3211, 0.4243, 3.5987], [-5.1832, -1.3150, 3.8628], [-5.8134, -0.7076, 2.3338], [-3.8880, -2.3074, 1.4391], [-2.2958, -3.4623, 0.4467], [-0.5867, -3.0225, 0.4790], [-1.6250, -2.3895, -0.7843], [-0.4067, -1.0053, -1.9110], [-0.3104, -2.5242, -2.8331], [0.8601, -1.2165, -3.0915], [1.5788, -4.0045, -2.5838], [2.2553, 1.1569, -2.2342], [1.1863, 5.9294, 0.0182], [1.5672, 4.5048, -0.0358], [2.2802, 4.2498, -1.0593], [1.8086, 6.5144, -0.6549], [1.2027, 6.3132, 1.0384], [0.1434, 5.9277, -0.3196]], "atomic_forces_ev_per_a": [[-3.4, -0.5, 2.1], [-0.2, 0.5, 0.1], [0.0, 0.2, 0.1], [0.0, 0.4, -0.1], [0.0, -1.0, -0.4], [0.0, 0.0, 0.0], [0.0, -0.1, 0.0], [0.0, 0.0, 0.0], [-0.1, 0.0, -0.2], [0.0, 0.0, 0.1], [0.1, 0.0, 0.2], [-0.3, 0.0, 0.0], [2.2, 0.9, -1.1], [-0.1, -0.7, 0.1], [-0.2, -0.1, 0.4], [0.0, 0.1, 0.0], [0.1, 0.0, 0.0], [0.0, 0.0, -0.1], [0.0, 0.2, 0.2], [0.3, 0.2, -0.4], [-0.1, -0.1, 0.2], [0.0, 0.0, -0.2], [0.0, 0.0, 0.0], [-0.1, 0.0, 0.0], [0.0, 0.0, 0.0], [0.1, 0.0, 0.1], [-0.1, -0.1, 0.1], [0.0, 0.1, -0.1], [0.1, 0.0, 0.1], [0.0, 0.1, -0.1], [0.0, 0.0, 0.0], [0.0, 0.0, 0.0], [0.0, 0.0, 0.0], [0.0, 0.0, 0.0], [0.0, 0.0, 0.0], [0.1, 0.0, 0.0], [-0.1, 0.0, 0.0], [0.0, 0.0, 0.0], [0.1, -0.1, 0.0], [0.0, 0.0, 0.0], [0.0, 0.0, 0.0], [0.0, 0.0, 0.0], [0.0, -0.1, 0.0], [0.0, 0.0, 0.1], [0.0, 0.0, -0.1], [0.0, 0.1, 0.0], [0.0, 0.0, 0.0], [0.0, 0.0, 0.0], [0.0, 0.0, 0.0], [0.0, 0.0, 0.0], [0.0, 0.0, 0.0], [0.0, 0.0, 0.0], [0.0, 0.0, 0.0], [0.0, 0.0, 0.1], [0.0, 0.0, 0.0], [0.0, 0.0, 0.0], [0.0, 0.0, 0.0], [0.0, 0.0, 0.0], [0.5, 0.5, 0.0], [-0.6, 0.1, 1.2], [1.4, -0.3, -1.8], [0.1, -0.2, -0.5], [0.0, -0.1, 0.0], [0.0, -0.1, 0.0], [0.0, 0.1, 0.0]], "nbo_charge": [0.8023, -0.0523, -0.7706, -0.6076, 0.3205, -0.6201, -0.0143, -0.2365, 0.0156, -0.6500, -0.2892, 0.2722, -0.6426, 0.1129, -0.2356, -0.1981, -0.2669, -0.2240, -0.2111, -0.2786, 0.0740, -0.6720, -0.2497, -0.0471, -0.6190, -0.2420, -0.0280, -0.6312, 0.0140, -0.6593, -0.2425, 0.2022, 0.2152, 0.2006, 0.1901, 0.1968, 0.2511, 0.2284, 0.2360, 0.1992, 0.1946, 0.1976, 0.2016, 0.2378, 0.2405, 0.2125, 0.1903, 0.2050, 0.1988, 0.2004, 0.1816, 0.1922, 0.2336, 0.2182, 0.2482, 0.1927, 0.2343, 0.1870, -0.4333, -0.7323, 0.4346, -0.6256, 0.2180, 0.2786, 0.2505]}

***

{"formula": "C4H4O", "method": "ωB97M-V with the def2-TZVPD basis set", "spin_multiplicity": 1, "gap_ev": 9.421, "smiles": "C=CC=C=O", "max_force_ha_per_bohr": 0.0590, "symbols": ["C", "C", "C", "C", "O", "H", "H", "H", "H"], "coordinates": [[-2.6322, 1.1470, -0.0148], [0.6934, -0.3809, 0.0217], [-1.3488, 0.9787, 0.0074], [-0.6155, -0.3416, -0.2238], [-3.7620, 1.1718, -0.1846], [1.2392, -1.3705, 0.0734], [1.3086, 0.4035, 0.3520], [-0.6832, 1.8173, 0.0859], [-1.2172, -1.3554, -0.3791]], "atomic_forces_ev_per_a": [[0.7, -0.7, -0.8], [0.1, -3.0, -0.1], [2.1, -1.4, -0.5], [-1.6, -0.7, 1.0], [-1.9, 0.4, 0.3], [-0.8, 1.1, -0.5], [0.3, 1.3, 0.1], [-0.1, 0.4, 0.3], [1.3, 2.5, 0.1]], "nbo_charge": [0.7330, -0.4173, -0.5927, -0.1719, -0.4337, 0.2021, 0.1941, 0.2624, 0.2240]}

***

{"formula": "C2H15N2O3", "method": "ωB97M-V with the def2-TZVPD basis set", "spin_multiplicity": 1, "gap_ev": 4.443, "max_force_ha_per_bohr": 0.0388, "total_charge": 1, "symbols": ["C", "N", "C", "N", "H", "H", "H", "H", "H", "H", "H", "H", "H", "H", "H", "O", "H", "H", "O", "H", "H", "O"], "coordinates": [[-1.8563, -0.5920, 1.0774], [-0.6233, -0.6251, 1.7917], [-2.0012, 0.7573, 0.4153], [-3.0750, 0.6699, -0.5773], [-2.5943, -0.6886, 1.8802], [-2.0525, -1.4288, 0.3507], [-0.5533, -1.5006, 2.3006], [0.2434, -0.4305, 1.2957], [-1.0285, 1.0142, -0.0171], [-2.2301, 1.5402, 1.1385], [-1.6245, -0.5939, -1.8983], [-2.7493, 0.0469, -1.3846], [-3.2494, 1.6123, -0.9308], [2.8522, 0.3498, 0.5088], [1.9580, -0.5027, -0.4630], [1.9738, -0.0455, 0.3812], [5.4939, 0.0764, 0.3414], [5.0428, 1.5101, 0.7059], [4.7314, 0.6600, 0.3814], [-0.1791, -0.1890, -2.2153], [0.8523, -1.0001, -2.9832], [0.6690, -0.6403, -2.0993]], "atomic_forces_ev_per_a": [[0.7, 1.4, 1.2], [-0.2, -1.4, -0.5], [-0.6, -0.9, 0.0], [1.8, 0.6, -0.4], [-0.6, -0.3, -0.5], [0.2, -0.1, -0.3], [0.3, 0.3, 0.3], [0.2, 0.2, -0.1], [-0.1, 0.5, 0.0], [-0.2, 0.0, 0.0], [-0.8, 0.1, 0.8], [-0.4, -0.6, -0.1], [-0.2, -0.1, -0.3], [0.1, -0.3, -0.2], [0.3, 0.1, -0.1], [-0.5, 0.1, 0.4], [0.0, 0.0, 0.1], [0.2, 0.0, 0.0], [-0.2, 0.1, 0.0], [0.3, 0.6, -0.1], [0.0, 0.0, 0.2], [-0.3, -0.4, -0.3]], "nbo_charge": [-0.2592, -0.6865, -0.2794, -0.5373, 0.2591, 0.2318, 0.3853, 0.4245, 0.2352, 0.2659, 0.1862, 0.2887, 0.3979, 0.5183, 0.4884, -1.0044, 0.4929, 0.4884, -0.9668, 0.4380, 0.5002, -0.8670]}